A:
A structure of composition C33H45Cl2N2OP3PbS, computed with the ωB97M-V functional and the def2-TZVPD basis.

The lowest unoccupied orbital energy (spin up / spin down) is -6.77 / -6.72 eV. The frontier orbital gap (spin up / spin down) is 0.1961 / 0.2055 Ha. The calculation puts the HOMO energy (spin up / spin down) at -12.11 / -12.31 eV.

The geometry in ORCA input format:
```
! RIJCOSX wB97M-V def2-TZVPD def2/J DEFGRID3
* xyz 2 1
P -3.518 4.104 1.360
C -4.155 3.375 2.790
C -4.228 4.346 3.818
H -3.648 5.271 3.701
C -5.046 4.106 4.899
H -5.138 4.874 5.661
C -5.746 2.898 4.997
H -6.402 2.736 5.848
C -5.605 1.904 4.016
H -6.146 0.966 4.121
C -4.791 2.115 2.914
H -4.631 1.344 2.148
C -2.062 5.072 1.525
C -1.058 4.882 2.505
H -1.086 3.995 3.150
C -0.053 5.827 2.622
H 0.724 5.700 3.374
C -0.049 6.961 1.800
H 0.714 7.721 1.923
C -1.035 7.129 0.822
H -1.052 8.014 0.192
C -2.014 6.175 0.644
H -2.795 6.273 -0.119
C -4.370 4.016 -0.149
C -5.479 4.870 0.048
H -5.621 5.307 1.041
C -6.323 5.121 -1.015
H -7.154 5.799 -0.857
C -6.095 4.509 -2.251
H -6.771 4.726 -3.075
C -5.026 3.628 -2.428
H -4.873 3.150 -3.395
C -4.145 3.353 -1.381
H -3.339 2.623 -1.484
Pb -0.503 -0.395 -0.309
C 1.229 1.332 -1.192
C 1.102 2.637 -1.212
H 2.042 0.698 -1.571
C -0.109 3.299 -0.522
O -0.836 3.904 -1.591
H -1.734 4.165 -1.330
C -1.012 2.408 0.190
H 0.291 4.110 0.082
C -1.220 1.184 0.577
Cl 1.588 -1.967 -0.483
Cl -2.218 -1.604 1.463
P 1.268 0.302 2.178
C 1.896 -1.271 2.864
H 2.692 -1.657 2.218
H 1.067 -1.991 2.881
H 2.267 -1.093 3.880
C 2.786 1.311 2.055
H 2.508 2.341 1.794
H 3.411 0.898 1.252
H 3.324 1.287 3.012
C 0.415 1.035 3.612
H -0.613 0.646 3.628
H 0.394 2.127 3.505
H 0.957 0.739 4.520
P 2.180 3.800 -2.176
C 3.769 3.040 -2.539
C 2.402 5.267 -1.148
H 3.612 2.072 -3.032
H 4.335 2.880 -1.611
H 4.363 3.685 -3.204
H 1.436 5.764 -0.995
H 3.096 5.976 -1.624
H 2.805 4.960 -0.174
C 1.349 4.270 -3.704
H 1.123 3.360 -4.275
H 1.972 4.941 -4.312
H 0.405 4.758 -3.435
H -2.148 1.158 1.144
S -1.903 -0.485 -2.580
C -1.457 -2.152 -2.485
N -0.688 -2.653 -3.470
C 0.043 -3.912 -3.325
C -0.841 -4.893 -2.588
C -1.278 -4.302 -1.264
N -1.824 -2.961 -1.470
H -0.313 -1.953 -4.102
H 0.979 -3.739 -2.775
H 0.277 -4.256 -4.336
H -0.293 -5.822 -2.407
H -1.719 -5.130 -3.193
H -0.430 -4.238 -0.565
H -2.067 -4.904 -0.797
H -2.277 -2.535 -0.645
*
```

B:
A structure of composition C33H45Cl2N2OP3PbS, computed with the ωB97M-V functional and the def2-TZVPD basis.

The lowest unoccupied orbital energy (spin up / spin down) is -6.80 / -6.29 eV. The frontier orbital gap (spin up / spin down) is 0.1941 / 0.2228 Ha. The calculation puts the HOMO energy (spin up / spin down) at -12.08 / -12.35 eV.

The geometry in ORCA input format:
```
! RIJCOSX wB97M-V def2-TZVPD def2/J DEFGRID3
* xyz 2 1
P -3.047 0.891 -0.659
C -4.140 0.839 0.708
C -4.864 2.020 0.885
H -4.565 2.928 0.316
C -5.958 2.027 1.725
H -6.561 2.933 1.822
C -6.287 0.858 2.423
H -7.177 0.858 3.079
C -5.515 -0.306 2.309
H -5.784 -1.204 2.873
C -4.418 -0.311 1.464
H -3.757 -1.199 1.372
C -2.255 2.428 -0.945
C -1.731 3.237 0.077
H -1.773 2.896 1.125
C -1.161 4.463 -0.231
H -0.756 5.099 0.546
C -1.145 4.901 -1.575
H -0.741 5.880 -1.819
C -1.665 4.090 -2.603
H -1.681 4.438 -3.623
C -2.184 2.841 -2.294
H -2.590 2.194 -3.077
C -3.308 -0.212 -1.990
C -4.590 0.026 -2.525
H -5.226 0.773 -2.049
C -4.991 -0.680 -3.644
H -5.975 -0.467 -4.075
C -4.140 -1.642 -4.206
H -4.466 -2.189 -5.092
C -2.886 -1.910 -3.639
H -2.235 -2.677 -4.084
C -2.450 -1.211 -2.515
H -1.513 -1.440 -2.021
Pb 1.224 -1.743 1.170
C 2.700 -0.113 -0.264
C 2.306 0.754 -1.123
H 3.733 -0.469 0.005
C 0.777 1.071 -1.191
O 0.388 0.642 -2.539
H -0.574 0.543 -2.563
C -0.020 0.327 -0.151
H 0.651 2.186 -1.195
C -0.283 -0.639 0.690
Cl 3.353 -2.037 2.242
Cl -0.643 -2.587 3.041
P 1.671 0.726 2.990
C 2.370 0.195 4.597
H 3.430 -0.053 4.463
H 1.840 -0.713 4.911
H 2.243 0.990 5.345
C 2.770 2.119 2.544
H 2.356 2.635 1.667
H 3.752 1.709 2.274
H 2.868 2.822 3.383
C 0.156 1.592 3.518
H -0.651 0.853 3.605
H -0.124 2.348 2.776
H 0.330 2.069 4.492
P 3.306 1.655 -2.400
C 5.017 1.606 -1.906
C 2.637 3.320 -2.414
H 5.321 0.565 -1.728
H 5.163 2.199 -0.992
H 5.603 2.038 -2.731
H 1.593 3.320 -2.754
H 3.243 3.923 -3.100
H 2.687 3.752 -1.405
C 3.013 0.846 -3.968
H 3.290 -0.213 -3.882
H 3.625 1.338 -4.733
H 1.944 0.915 -4.205
H -1.267 -0.842 1.327
S 1.007 -3.548 -0.672
C 1.827 -4.580 0.449
N 3.024 -5.103 0.110
C 3.944 -5.645 1.112
C 3.140 -6.421 2.126
C 2.074 -5.528 2.720
N 1.311 -4.882 1.651
H 3.416 -4.725 -0.743
H 4.496 -4.824 1.586
H 4.651 -6.291 0.577
H 3.807 -6.777 2.937
H 2.686 -7.288 1.665
H 2.514 -4.753 3.360
H 1.357 -6.109 3.317
H 0.483 -4.348 1.949
*
```

Structures ranked by computed energy, the most stable listed first: B, A.

A:
A cluster of 2 separate species, C5H15NOS in total, computed with the ωB97M-V functional and the def2-TZVPD basis.

The lowest unoccupied orbital energy is 0.68 eV. The structure (SMILES) is CSCC[C@@H](C)N.O. The frontier orbital gap is 0.3244 Ha. The calculation puts the HOMO energy at -8.14 eV.

The geometry in ORCA input format:
```
! RIJCOSX wB97M-V def2-TZVPD def2/J DEFGRID3
* xyz 0 1
C -0.010 1.416 -1.766
S 0.801 1.866 -0.200
C -0.399 1.518 1.111
C -0.400 0.140 1.780
C -0.322 -1.007 0.787
C -0.145 -2.336 1.519
N -1.508 -1.005 -0.073
H 0.733 1.796 -2.444
H -0.153 0.335 -1.818
H -1.002 1.859 -1.843
H -1.393 1.777 0.745
H -0.180 2.303 1.833
H 0.448 0.102 2.465
H -1.310 -0.013 2.363
H 0.538 -0.847 0.143
H -0.958 -2.429 2.230
H -0.128 -3.175 0.818
H 0.832 -2.400 2.011
H -2.293 -0.555 0.377
H -1.813 -1.921 -0.377
O 1.084 -1.661 -2.359
H 1.135 -2.578 -2.650
H 1.696 -1.631 -1.613
*
```

B:
A cluster of 2 separate species, C5H15NOS in total, computed with the ωB97M-V functional and the def2-TZVPD basis.

The lowest unoccupied orbital energy is 0.73 eV. The structure (SMILES) is CN(C)CCCS.O. The frontier orbital gap is 0.3479 Ha. The calculation puts the HOMO energy at -8.73 eV.

The geometry in ORCA input format:
```
! RIJCOSX wB97M-V def2-TZVPD def2/J DEFGRID3
* xyz 0 1
C -1.995 0.369 0.538
N -0.614 -0.170 0.627
C -0.563 -1.230 1.647
C 0.480 0.811 0.690
C 1.823 0.183 0.287
C 1.956 -0.105 -1.211
S 2.303 1.466 -2.105
H -2.525 -0.430 0.033
H -1.976 1.342 0.066
H -2.388 0.483 1.559
H 0.404 -1.339 2.143
H -0.713 -2.183 1.123
H -1.380 -1.131 2.357
H 0.576 1.241 1.711
H 0.082 1.556 -0.013
H 1.948 -0.678 0.955
H 2.542 0.958 0.594
H 1.021 -0.491 -1.583
H 2.869 -0.674 -1.391
H 1.505 2.359 -1.410
O -1.713 -0.969 -2.587
H -1.163 -0.914 -1.779
H -2.481 -0.454 -2.253
*
```

Structures ranked by computed energy, the most stable listed first: A, B.

A:
A structure of composition C2H6N3O, computed with the ωB97M-V functional and the def2-TZVPD basis.

The lowest unoccupied orbital energy is -5.30 eV. The frontier orbital gap is 0.3427 Ha. The calculation puts the HOMO energy at -14.63 eV.

The geometry in ORCA input format:
```
! RIJCOSX wB97M-V def2-TZVPD def2/J DEFGRID3
* xyz 1 1
C -1.419 0.351 -0.066
C 0.626 0.408 0.541
N 1.347 0.582 -0.654
N 1.174 -0.911 0.554
N 1.710 -0.674 -0.628
O -1.586 -0.701 -0.799
H -1.963 0.441 0.917
H -1.397 1.268 -0.706
H 0.663 1.088 1.320
H 1.793 1.421 -0.984
H 0.727 -1.728 0.821
H -1.676 -1.545 -0.316
*
```

B:
The ion C2H6N3O with charge +1, computed with the ωB97M-V functional and the def2-TZVPD basis.

The lowest unoccupied orbital energy is -4.92 eV. The structure (SMILES) is [H]/N=C1/CO[NH2+]N1. The frontier orbital gap is 0.3604 Ha. The calculation puts the HOMO energy at -14.73 eV.

The geometry in ORCA input format:
```
! RIJCOSX wB97M-V def2-TZVPD def2/J DEFGRID3
* xyz 1 1
H 2.995 0.328 -0.349
N 2.150 -0.142 -0.176
C 0.963 -0.180 -0.086
C -0.010 -1.310 0.282
O -1.255 -0.963 -0.203
N -1.279 0.674 -0.082
N 0.016 1.041 0.122
H 0.444 -2.274 -0.213
H 0.242 -1.419 1.388
H -2.105 0.850 0.469
H -1.531 0.927 -1.012
H 0.218 1.326 1.076
*
```

Structures ranked by computed energy, the most stable listed first: A, B.